(1)
ORCA calculation (ωB97M-V with the def2-TZVPD basis set) on a single C5H11NO molecule.

Last column: Mulliken charge in e.
Atoms and positions in Å:
O  1.469  -0.753  0.864  -0.523
N  -0.751  0.002  1.358  -0.532
C  -0.133  0.487  -0.710  -0.091
C  0.700  1.455  -1.635  -1.438
C  -0.281  -2.301  0.671  -1.298
C  -0.581  1.214  0.561  -0.547
C  0.119  -0.799  0.504  0.879
H  -1.323  -2.445  0.994  0.329
H  0.334  -2.719  1.486  0.353
H  -1.701  -0.342  1.251  0.303
H  1.827  -0.029  0.346  0.337
H  -1.463  1.857  0.502  0.345
H  -0.097  -2.921  -0.205  0.277
H  0.243  1.803  0.986  0.284
H  1.064  1.055  -2.587  0.359
H  -0.987  0.178  -1.316  0.272
H  1.541  1.974  -1.148  0.326
H  0.019  2.285  -1.923  0.365

Calculated values
- frontier orbital gap (eV) = 9.825
- ΔE to the lowest compared entry with this formula, charge and spin (kJ/mol) = 271.19
- E_LUMO (eV) = 0.927
- HOMO level (Ha) = -0.3270
- total energy (eV) = -8898.887
- structure (SMILES) = C[C@@H]1CN[C@]1(C)O

=====

(2)
ORCA calculation (ωB97M-V with the def2-TZVPD basis set) on a 2-piece molecular cluster, C5H11NO overall.

Last column: Mulliken charge in e.
Atoms and positions in Å:
O  2.076  2.490  -1.538  -0.654
N  -2.723  0.425  1.253  -0.587
C  0.665  -1.104  0.814  -0.690
C  0.820  -0.629  -1.619  -0.721
C  -1.612  -0.509  1.074  -0.250
C  -0.329  -0.016  1.007  -0.387
C  0.753  -1.464  -0.584  0.057
H  2.949  2.019  -1.743  0.348
H  -0.190  0.970  1.290  0.480
H  0.836  -0.905  -2.675  0.218
H  1.754  -0.860  1.136  0.261
H  0.446  -1.916  1.597  0.352
H  1.765  1.992  -0.856  0.300
H  -1.801  -1.529  1.269  0.380
H  -2.591  1.420  1.048  0.233
H  0.294  -2.408  -0.784  0.237
H  -3.757  0.241  0.791  0.239
H  0.971  0.407  -1.686  0.184

Calculated values
- frontier orbital gap (eV) = 8.853
- ΔE to the lowest compared entry with this formula, charge and spin (kJ/mol) = 399.64
- E_LUMO (eV) = 0.894
- HOMO level (Ha) = -0.2925
- total energy (eV) = -8897.555
- structure (SMILES) = C=CC/C=C/N.O

=====

(3)
ORCA calculation (ωB97M-V with the def2-TZVPD basis set) on a single C5H11NO molecule.

Last column: Mulliken charge in e.
Atoms and positions in Å:
O  -1.230  1.738  2.377  -0.586
N  0.085  0.099  1.701  -0.169
C  -0.188  1.109  2.571  0.001
C  -0.740  -0.148  0.492  -0.787
C  1.252  0.349  -0.948  -1.303
C  -0.645  -0.958  -1.851  -1.457
C  0.199  -0.702  -0.564  0.569
H  -1.293  0.733  0.172  0.350
H  1.876  0.554  -0.079  0.316
H  -1.467  -0.880  0.846  0.343
H  0.784  -1.588  -0.277  0.277
H  -1.634  -1.240  -1.462  0.354
H  -0.945  0.009  -2.282  0.359
H  0.897  -0.484  1.834  0.245
H  1.924  0.151  -1.798  0.387
H  -0.190  -1.533  -2.647  0.383
H  0.501  1.530  3.297  0.390
H  0.814  1.260  -1.382  0.326

Calculated values
- frontier orbital gap (eV) = 10.532
- ΔE to the lowest compared entry with this formula, charge and spin (kJ/mol) = 112.67
- E_LUMO (eV) = 0.944
- HOMO level (Ha) = -0.3524
- total energy (eV) = -8900.530
- structure (SMILES) = CC(C)CNC=O

=====

(4)
ORCA calculation (ωB97M-V with the def2-TZVPD basis set) on a single C5H11NO molecule.

Last column: Mulliken charge in e.
Atoms and positions in Å:
O  0.746  1.687  -0.053  -0.527
N  0.818  -0.277  1.341  -0.563
C  -0.666  -0.385  -0.245  0.006
C  -2.015  0.208  -0.720  -1.452
C  0.807  0.283  -0.036  0.957
C  -0.631  -0.508  1.284  -0.651
C  2.162  -0.037  -0.702  -1.391
H  -2.783  -0.517  -0.399  0.367
H  -2.161  0.351  -1.795  0.343
H  2.593  -0.986  -0.359  0.329
H  -0.177  1.957  -0.021  0.327
H  2.167  -0.022  -1.794  0.286
H  -1.152  0.337  1.757  0.287
H  -2.294  1.141  -0.208  0.335
H  -0.995  -1.433  1.740  0.318
H  1.280  -1.183  1.293  0.315
H  2.852  0.750  -0.362  0.391
H  -0.551  -1.365  -0.722  0.323

Calculated values
- frontier orbital gap (eV) = 9.943
- ΔE to the lowest compared entry with this formula, charge and spin (kJ/mol) = 195.07
- E_LUMO (eV) = 0.920
- HOMO level (Ha) = -0.3316
- total energy (eV) = -8899.676
- structure (SMILES) = C[C@@H]1CN[C@]1(C)O

=====

(5)
ORCA calculation (ωB97M-V with the def2-TZVPD basis set) on C5H11NO as an isolated structure.

Last column: Mulliken charge in e.
Atoms and positions in Å:
O  -0.395  -2.501  -0.906  -0.534
N  1.360  0.049  1.323  -0.504
C  1.198  -0.353  -0.056  -0.891
C  -0.371  1.836  -0.427  -1.414
C  -1.482  -0.414  -0.094  -0.521
C  -0.639  -1.748  0.021  0.007
C  -0.444  0.381  -0.764  0.146
H  -1.325  2.322  -0.647  0.380
H  -0.322  0.127  -1.816  0.315
H  0.415  2.338  -0.991  0.358
H  1.781  0.322  -0.684  0.493
H  2.264  0.483  1.496  0.208
H  -0.162  1.948  0.640  0.363
H  -2.356  -0.639  -0.700  0.363
H  -1.719  -0.048  0.907  0.270
H  -0.698  -2.058  1.077  0.337
H  1.252  -0.733  1.959  0.203
H  1.642  -1.312  -0.338  0.422

Calculated values
- frontier orbital gap (eV) = 9.687
- ΔE to the lowest compared entry with this formula, charge and spin (kJ/mol) = 334.58
- E_LUMO (eV) = 0.982
- HOMO level (Ha) = -0.3199
- total energy (eV) = -8898.230

=====

(6)
ORCA calculation (ωB97M-V with the def2-TZVPD basis set) on a single C5H11NO molecule.

Last column: Mulliken charge in e.
Atoms and positions in Å:
O  1.965  -1.080  -1.712  -0.512
N  0.010  0.069  0.212  0.186
C  1.658  0.296  -1.611  -0.601
C  -0.152  -0.455  1.581  -0.551
C  -2.394  0.043  0.785  -1.057
C  1.269  0.709  -0.198  -0.436
C  -1.064  0.654  1.218  -0.359
H  0.868  0.587  -2.323  0.319
H  1.204  -1.591  -1.411  0.321
H  1.150  1.791  -0.103  0.289
H  -2.908  0.614  0.003  0.288
H  2.570  0.824  -1.901  0.358
H  0.726  -0.238  2.191  0.249
H  -0.455  -1.507  1.618  0.237
H  -2.344  -1.019  0.444  0.332
H  -0.461  -0.435  -0.526  0.292
H  -3.055  0.040  1.661  0.329
H  2.061  0.377  0.482  0.314

Calculated values
- frontier orbital gap (eV) = 8.046
- ΔE to the lowest compared entry with this formula, charge and spin (kJ/mol) = 434.24
- E_LUMO (eV) = 0.661
- HOMO level (Ha) = -0.2714
- total energy (eV) = -8897.197

=====

(7)
ORCA calculation (ωB97M-V with the def2-TZVPD basis set) on a single C5H11NO molecule.

Last column: Mulliken charge in e.
Atoms and positions in Å:
O  0.817  -2.476  -1.376  -0.493
N  -0.191  0.183  0.190  0.112
C  -0.266  -0.431  1.519  -1.178
C  0.410  -1.316  -1.573  0.100
C  0.542  2.362  1.264  -1.072
C  -0.779  -0.523  -0.907  -0.595
C  -0.366  1.622  0.303  -0.571
H  -1.096  0.110  -1.769  0.319
H  1.622  2.287  1.024  0.319
H  -1.762  -1.165  -0.715  0.370
H  -0.497  -1.449  1.238  0.465
H  0.660  -0.175  2.184  0.243
H  -0.475  2.162  -0.634  0.413
H  -0.989  0.095  2.151  0.361
H  0.917  -0.542  -2.174  0.290
H  -1.371  1.800  0.889  0.275
H  0.424  1.776  2.164  0.297
H  0.125  3.339  1.684  0.345

Calculated values
- frontier orbital gap (eV) = 9.502
- ΔE to the lowest compared entry with this formula, charge and spin (kJ/mol) = 311.27
- E_LUMO (eV) = 0.928
- HOMO level (Ha) = -0.3151
- total energy (eV) = -8898.471
- structure (SMILES) = CCN(C)CC=O

=====

(8)
ORCA calculation (ωB97M-V with the def2-TZVPD basis set) on a 2-piece molecular cluster, C5H11NO overall.

Last column: Mulliken charge in e.
Atoms and positions in Å:
O  0.719  0.658  -1.704  -0.642
N  -1.833  1.270  -0.363  -0.815
C  0.174  -0.126  2.241  -0.701
C  -0.940  0.358  -0.010  1.193
C  -0.173  0.709  1.251  -0.491
C  2.015  -0.066  -1.042  -0.445
C  -1.351  -1.083  -0.229  -1.278
H  -1.979  1.342  -1.374  0.245
H  0.179  -1.202  2.119  0.227
H  1.915  -1.022  -1.553  0.243
H  -1.158  -1.347  -1.272  0.314
H  0.028  1.338  -1.764  0.365
H  -0.814  -1.815  0.374  0.307
H  2.985  0.399  -1.202  0.313
H  -0.054  1.779  1.407  0.344
H  -2.417  -1.218  -0.030  0.328
H  2.028  -0.234  0.031  0.219
H  0.677  0.259  3.122  0.274

Calculated values
- frontier orbital gap (eV) = 8.714
- ΔE to the lowest compared entry with this formula, charge and spin (kJ/mol) = 536.99
- E_LUMO (eV) = 0.321
- HOMO level (Ha) = -0.3084
- total energy (eV) = -8896.132
- structure (SMILES) = [H]/N=C(\C)C=C.CO

=====

(9)
ORCA calculation (ωB97M-V with the def2-TZVPD basis set) on a 2-piece molecular cluster, C5H11NO overall.

Last column: Mulliken charge in e.
Atoms and positions in Å:
O  2.331  0.484  0.955  -0.587
N  -1.729  3.104  0.420  -0.447
C  -0.380  1.103  -0.419  -0.370
C  0.384  -2.828  -0.377  -0.938
C  0.278  -1.430  -0.798  0.018
C  -0.497  -0.441  -0.274  -0.449
C  -1.468  1.755  0.046  -0.179
H  0.535  1.344  -0.987  0.295
H  2.164  -0.148  0.296  0.271
H  1.250  -1.111  -1.323  0.409
H  -2.330  1.049  0.136  0.231
H  -0.321  -2.997  0.506  0.308
H  3.208  0.331  1.265  0.294
H  -2.703  3.448  0.612  0.217
H  -1.279  -0.747  0.430  0.217
H  -0.981  3.715  0.724  0.203
H  1.439  -3.097  -0.076  0.202
H  0.099  -3.534  -1.137  0.303

Calculated values
- frontier orbital gap (eV) = 8.528
- ΔE to the lowest compared entry with this formula, charge and spin (kJ/mol) = 279.86
- E_LUMO (eV) = 1.012
- HOMO level (Ha) = -0.2762
- total energy (eV) = -8898.797
- structure (SMILES) = C/C=C/C=C/N.O

=====

(10)
ORCA calculation (ωB97M-V with the def2-TZVPD basis set) on a single C5H11NO molecule.

Last column: Mulliken charge in e.
Atoms and positions in Å:
O  1.848  -2.020  -0.259  -0.542
N  -0.357  -0.318  -0.252  -0.063
C  -0.149  1.993  -1.225  -1.443
C  1.411  -1.390  0.923  -0.525
C  -0.652  1.079  -0.143  0.234
C  -1.877  0.260  -0.306  -0.899
C  -0.087  -1.144  0.896  -0.458
H  -0.615  -2.102  0.769  0.279
H  -0.454  -0.669  1.819  0.396
H  1.916  -0.421  1.074  0.246
H  -0.462  1.426  0.876  0.369
H  1.505  -1.487  -0.992  0.358
H  -0.435  1.603  -2.207  0.292
H  -0.586  2.991  -1.115  0.366
H  0.941  2.075  -1.171  0.306
H  -1.566  -0.548  -1.052  0.506
H  1.666  -2.048  1.756  0.360
H  -2.389  0.066  0.646  0.220

Calculated values
- frontier orbital gap (eV) = 10.288
- ΔE to the lowest compared entry with this formula, charge and spin (kJ/mol) = 409.81
- E_LUMO (eV) = 1.079
- HOMO level (Ha) = -0.3384
- total energy (eV) = -8897.450
- structure (SMILES) = C[C@H]1CN1CCO

=====

(11)
ORCA calculation (ωB97M-V with the def2-TZVPD basis set) on a single C5H11NO molecule.

Last column: Mulliken charge in e.
Atoms and positions in Å:
O  -0.073  0.811  -1.381  -0.616
N  0.217  -1.086  -0.289  0.121
C  1.170  -1.611  0.648  -0.850
C  -0.262  0.962  1.103  -0.490
C  -0.449  -1.681  -1.515  -0.858
C  -0.633  2.405  1.400  -1.259
C  -0.006  0.354  -0.255  0.434
H  -1.372  -1.275  -1.605  0.300
H  -1.053  0.242  1.443  0.413
H  -0.828  2.521  2.460  0.344
H  0.883  -1.402  1.786  0.224
H  -1.484  2.787  0.759  0.300
H  0.565  0.708  1.706  0.392
H  1.319  -2.683  0.586  0.313
H  0.226  2.916  0.936  0.303
H  -0.510  -2.706  -1.408  0.348
H  0.225  -1.320  -2.437  0.245
H  2.174  -1.245  0.552  0.335

Calculated values
- frontier orbital gap (eV) = 9.323
- ΔE to the lowest compared entry with this formula, charge and spin (kJ/mol) = 229.79
- E_LUMO (eV) = 0.835
- HOMO level (Ha) = -0.3119
- total energy (eV) = -8899.316
- structure (SMILES) = CCC(=O)N(C)C

=====

(12)
ORCA calculation (ωB97M-V with the def2-TZVPD basis set) on C5H11NO as an isolated structure.

Last column: Mulliken charge in e.
Atoms and positions in Å:
O  0.448  1.551  1.424  -0.667
N  -0.575  2.011  -0.521  -0.350
C  1.022  -0.868  0.824  -0.554
C  -0.420  1.221  0.589  0.321
C  1.940  -0.644  -0.339  -0.999
C  -0.819  -0.179  0.530  0.302
C  -1.724  -0.665  -0.578  -1.564
H  2.847  -1.239  -0.191  0.373
H  1.447  -0.604  1.786  0.367
H  -1.144  -0.501  1.517  0.310
H  -1.266  1.809  -1.221  0.181
H  1.484  -0.964  -1.277  0.252
H  0.659  -1.885  0.895  0.384
H  -1.910  -1.733  -0.469  0.381
H  -2.704  -0.177  -0.546  0.383
H  -0.233  2.954  -0.449  0.243
H  -1.292  -0.488  -1.561  0.357
H  2.241  0.402  -0.413  0.281

Calculated values
- frontier orbital gap (eV) = 10.023
- ΔE to the lowest compared entry with this formula, charge and spin (kJ/mol) = 187.90
- E_LUMO (eV) = 0.911
- HOMO level (Ha) = -0.3348
- total energy (eV) = -8899.750